[1]
{"formula": "C3H13N3O2", "method": "wB97M-V/def2-TZVPD", "total_charge": -1, "homo_lumo_gap_ev": [8.36, 5.32], "de_lowest_kcal_mol": 43.0, "spin_multiplicity": 2, "elements": ["H", "C", "H", "H", "C", "H", "C", "H", "N", "H", "O", "N", "H", "H", "H", "H", "N", "O", "H", "H", "H"], "coordinates": [[0.206, -1.958, -0.233], [-1.806, -1.430, 0.454], [-2.372, -0.459, 0.539], [0.756, 1.430, -1.936], [0.831, 0.855, -1.012], [-1.236, 0.478, -0.992], [-0.374, -1.073, 0.038], [1.226, 1.169, 0.862], [0.617, 1.638, 0.177], [-3.088, 1.643, 0.299], [-2.203, 1.286, 0.214], [-0.397, -0.133, -1.121], [-0.377, 1.616, 0.461], [2.370, -0.273, -0.156], [2.927, 0.111, 1.949], [2.667, 0.046, -1.870], [2.048, 0.179, -1.096], [2.355, -0.431, 1.388], [-2.371, -1.998, -0.295], [0.120, -0.711, 0.935], [-1.898, -1.985, 1.394]]}

[2]
{"formula": "C3H13N3SSi", "method": "wB97M-V/def2-TZVPD", "homo_lumo_gap_ev": [4.25, 6.62], "de_lowest_kcal_mol": 0.0, "spin_multiplicity": 3, "elements": ["H", "N", "H", "C", "H", "H", "H", "H", "Si", "C", "C", "N", "H", "H", "H", "N", "H", "H", "H", "S", "H"], "coordinates": [[-1.889, 0.370, 2.765], [-1.628, 2.139, 0.102], [-1.609, -1.127, 2.189], [2.762, -0.786, -0.883], [1.345, -0.010, 2.280], [-0.076, -0.939, -1.432], [3.324, 0.100, -1.348], [-1.215, 2.544, -0.707], [-1.529, 0.372, 0.262], [0.270, -0.155, -0.766], [1.493, -0.528, -0.029], [-2.509, -0.593, -0.760], [1.274, -1.444, 0.587], [0.632, 0.511, -1.577], [2.452, -1.225, -1.894], [-1.520, -0.133, 1.915], [-2.098, -0.635, -1.708], [3.365, -1.579, -0.438], [-1.239, 2.721, 0.835], [1.925, 0.696, 1.362], [-3.531, -0.298, -0.756]]}

[3]
{"formula": "C3H13N4", "method": "wB97M-V/def2-TZVPD", "total_charge": 1, "homo_lumo_gap_ev": 9.34, "de_lowest_kcal_mol": 87.7, "elements": ["H", "H", "N", "H", "C", "C", "H", "H", "H", "H", "H", "H", "H", "C", "H", "N", "H", "N", "N", "H"], "coordinates": [[-1.193, 0.115, -2.112], [1.915, 1.120, 0.535], [1.479, 1.184, -0.428], [-1.247, 1.773, -0.403], [-0.657, -0.073, -0.141], [1.209, -0.229, -0.768], [0.500, 1.711, -0.004], [-0.214, -0.658, 1.790], [-1.787, -1.294, -1.336], [-2.010, -0.951, 1.482], [1.860, -2.005, -0.177], [1.162, -0.562, -1.737], [-1.373, 1.332, 1.080], [-0.944, -1.029, 1.073], [-0.809, -2.115, 0.805], [-0.711, 1.274, 0.253], [1.304, -1.178, 1.143], [1.843, -1.123, 0.213], [-1.426, -0.372, -1.287], [2.159, 1.608, -1.098]]}

[4]
{"formula": "C3H13N4", "method": "wB97M-V/def2-TZVPD", "total_charge": 2, "homo_lumo_gap_ev": [12.83, 8.44], "de_lowest_kcal_mol": 12.3, "spin_multiplicity": 2, "elements": ["H", "H", "H", "H", "N", "H", "C", "N", "N", "H", "H", "H", "H", "C", "C", "H", "N", "H", "H", "H"], "coordinates": [[2.084, 2.059, 0.220], [-0.627, -3.850, -2.208], [0.248, 0.381, 0.652], [-1.386, 1.879, 1.665], [0.538, 1.109, 1.319], [-0.201, 1.980, 3.092], [-0.610, 1.412, 2.260], [-0.774, -1.504, -3.071], [-0.197, -0.946, -0.822], [0.822, -0.878, -0.883], [-0.107, -3.521, -0.615], [-0.585, -0.074, -1.187], [1.239, 3.102, 1.402], [-0.573, -1.890, -1.808], [1.127, 2.317, 0.658], [1.264, 0.653, 1.878], [-0.529, -3.157, -1.466], [-1.191, -2.210, -3.688], [-0.950, 0.465, 2.677], [0.408, 2.675, -0.076]]}

[5]
{"formula": "C3H13N5", "method": "wB97M-V/def2-TZVPD", "total_charge": 2, "homo_lumo_gap_ev": [6.79, 3.11], "spin_multiplicity": 3, "elements": ["N", "H", "H", "C", "H", "H", "N", "N", "H", "H", "H", "H", "N", "H", "C", "H", "H", "N", "C", "H", "H"], "coordinates": [[2.034, 0.723, -1.174], [2.659, -2.795, 3.243], [2.780, 0.256, -1.843], [0.753, 0.325, -1.212], [-2.859, -0.999, -1.586], [2.487, 1.369, -0.537], [-2.653, 0.927, 0.077], [2.248, -2.881, 2.370], [0.657, 1.962, 0.984], [2.884, -3.356, 1.649], [1.487, -3.530, 2.457], [0.331, -0.378, -1.937], [-0.177, 2.085, 0.393], [0.025, 3.061, -0.070], [-0.324, 0.880, -0.431], [-2.970, 1.827, -0.097], [-1.020, 2.094, 1.067], [-1.975, -0.786, -1.218], [-1.592, 0.317, -0.595], [-1.289, -1.559, -1.424], [-3.485, 0.460, -0.118]]}

[6]
{"formula": "C3H13NO2", "method": "wB97M-V/def2-TZVPD", "homo_lumo_gap_ev": 8.87, "de_lowest_kcal_mol": 24.8, "elements": ["H", "C", "H", "O", "N", "H", "C", "H", "H", "H", "H", "H", "H", "H", "H", "C", "O", "H", "H"], "coordinates": [[-0.155, 2.577, -1.355], [-1.541, -0.715, 0.273], [-0.638, -0.357, -1.665], [2.930, -0.305, -0.069], [-0.260, -1.273, 0.643], [-2.151, -1.162, -1.799], [-1.633, -0.390, -1.223], [2.836, 0.344, 0.632], [0.032, -1.646, 2.711], [0.445, -1.077, -0.061], [-2.135, 0.562, -1.393], [-2.358, -1.399, 0.548], [-1.746, 0.189, 0.857], [0.856, 3.538, -1.884], [-0.179, 0.055, 2.283], [0.250, -0.893, 1.946], [0.801, 2.651, -1.499], [3.314, 0.120, -0.840], [1.330, -0.819, 1.895]]}

[7]
{"formula": "C3H13NO2", "method": "wB97M-V/def2-TZVPD", "homo_lumo_gap_ev": 9.53, "de_lowest_kcal_mol": 16.3, "elements": ["H", "C", "C", "H", "H", "H", "H", "N", "H", "H", "O", "H", "C", "H", "O", "H", "H", "H", "H"], "coordinates": [[1.049, 0.268, -3.236], [0.209, -0.986, 1.035], [0.601, 1.466, 1.435], [-0.142, 0.840, -2.531], [-0.065, 1.783, 0.623], [1.319, 2.287, 1.537], [-0.406, -0.756, 0.178], [0.788, -2.337, 0.859], [1.925, 0.133, 0.429], [-0.479, -1.003, 1.879], [0.780, 0.607, -2.365], [-4.086, 0.753, -1.608], [1.243, 0.104, 1.272], [1.773, -0.140, 2.193], [-3.136, 0.776, -1.445], [1.093, -2.625, 1.792], [-0.033, 1.520, 2.332], [-2.873, 1.640, -1.786], [1.661, -2.217, 0.337]]}

[8]
{"formula": "C3H13NO2", "method": "wB97M-V/def2-TZVPD", "homo_lumo_gap_ev": 9.24, "de_lowest_kcal_mol": 56.7, "elements": ["H", "H", "H", "C", "O", "C", "H", "H", "H", "H", "H", "O", "H", "H", "N", "C", "H", "H", "H"], "coordinates": [[-2.250, 1.724, 1.054], [2.364, -3.183, -0.230], [0.316, 0.795, 2.395], [1.162, -1.576, 0.977], [-2.464, 2.129, 0.185], [0.350, 0.866, 1.362], [-2.511, 3.117, 0.384], [1.421, -2.062, -1.165], [0.766, 1.903, 1.118], [0.180, -1.652, 0.999], [2.794, -1.391, -0.057], [-2.482, 0.638, -3.718], [-2.375, 0.418, -2.758], [-0.475, 0.842, 0.748], [1.346, -0.041, 0.870], [1.968, -2.134, -0.159], [1.612, -1.932, 1.850], [1.353, 0.173, -0.138], [-3.077, 1.366, -3.718]]}

[9]
{"formula": "C3H13NO2S", "method": "wB97M-V/def2-TZVPD", "total_charge": -1, "homo_lumo_gap_ev": [2.51, 9.05], "de_lowest_kcal_mol": 36.5, "spin_multiplicity": 2, "elements": ["H", "N", "H", "H", "H", "C", "H", "C", "O", "O", "H", "H", "C", "H", "S", "H", "H", "H", "H", "H"], "coordinates": [[-1.361, 0.804, -1.960], [-0.446, 0.944, -1.472], [1.566, 0.030, 2.828], [-2.189, 1.124, 0.149], [0.162, 0.006, 0.418], [-0.456, -0.158, -0.451], [-2.140, -0.583, 0.817], [0.081, -1.461, -1.118], [1.059, -0.649, 2.524], [1.863, 2.225, 0.573], [-0.554, -2.218, -0.729], [-2.582, -0.428, -0.757], [-1.880, 0.020, -0.053], [1.181, 2.098, -0.119], [1.881, -1.716, -1.080], [0.117, -0.385, 3.066], [2.065, -1.696, 0.305], [-0.130, -1.321, -2.188], [1.508, 2.553, 1.380], [0.253, 0.812, -2.131]]}

[10]
{"formula": "C3H13NO2S", "method": "wB97M-V/def2-TZVPD", "total_charge": -1, "homo_lumo_gap_ev": [2.70, 8.81], "de_lowest_kcal_mol": 14.1, "spin_multiplicity": 2, "elements": ["H", "C", "H", "H", "O", "H", "N", "H", "H", "C", "S", "H", "H", "C", "H", "H", "O", "H", "H", "H"], "coordinates": [[2.459, 2.007, 0.041], [-0.995, 0.598, 0.118], [-2.027, 0.074, 3.514], [0.525, -2.416, -5.945], [1.187, -3.062, -5.741], [-3.014, 0.940, 2.246], [0.114, -0.315, 2.179], [0.798, 0.436, 2.152], [-0.157, 1.286, 0.194], [-1.161, -0.030, 1.529], [-0.728, -0.756, -1.065], [-1.484, 1.543, 3.011], [-1.758, -0.934, 1.373], [-2.029, 0.665, 2.585], [2.052, -2.653, -5.830], [3.529, 0.997, -0.348], [3.419, 1.923, -0.076], [0.533, -0.432, -1.292], [0.599, -1.019, 1.614], [-1.861, 1.148, -0.258]]}

[11]
{"formula": "C3H13NO2S", "method": "wB97M-V/def2-TZVPD", "homo_lumo_gap_ev": 9.34, "de_lowest_kcal_mol": 51.5, "elements": ["H", "H", "H", "O", "H", "H", "C", "H", "H", "N", "C", "O", "H", "H", "H", "H", "S", "C", "H", "H"], "coordinates": [[-0.608, 0.088, -1.834], [-1.455, -1.166, 1.053], [0.184, -0.941, -2.455], [1.499, 2.331, 1.817], [1.050, -1.119, 0.278], [-1.056, 4.162, 0.672], [0.112, -1.165, -0.336], [-0.245, 0.209, 1.225], [2.095, -3.769, -1.068], [0.215, -0.410, -1.564], [-0.179, -2.782, -0.243], [-0.948, 4.366, -0.223], [-1.678, 0.263, -0.087], [-1.591, 5.061, -0.426], [2.430, 1.996, 1.940], [0.053, -3.361, 0.649], [0.837, -3.598, -1.608], [-0.852, -0.340, 0.446], [-1.199, -3.025, -0.538], [1.336, 3.199, 2.305]]}

[12]
{"formula": "C3H13NO2S", "method": "wB97M-V/def2-TZVPD", "homo_lumo_gap_ev": 9.81, "de_lowest_kcal_mol": 18.4, "elements": ["O", "H", "H", "C", "H", "N", "C", "H", "H", "H", "H", "O", "H", "S", "H", "C", "H", "H", "H", "H"], "coordinates": [[-3.267, 0.019, -0.483], [-1.101, 3.555, 0.359], [1.811, -1.986, -0.075], [0.010, 1.686, -0.762], [1.899, 0.685, -0.428], [0.434, -0.706, -1.105], [0.773, -1.939, -0.426], [0.455, 2.087, -1.665], [0.875, -0.707, -2.016], [0.516, -2.810, -1.029], [0.123, -2.081, 0.443], [1.107, -1.123, 3.392], [1.407, -1.201, 2.481], [0.052, 2.910, 0.569], [0.887, -0.192, 3.504], [0.829, 0.479, -0.338], [-2.580, -0.464, -0.964], [0.663, 0.234, 0.707], [-3.912, 0.231, -1.175], [-0.981, 1.325, -0.989]]}

[13]
{"formula": "C3H13NO2S2", "method": "wB97M-V/def2-TZVPD", "homo_lumo_gap_ev": 9.16, "de_lowest_kcal_mol": 47.7, "elements": ["H", "O", "S", "H", "H", "H", "H", "C", "C", "H", "S", "H", "O", "H", "N", "H", "H", "H", "C", "H", "H"], "coordinates": [[1.936, -1.070, -0.749], [-1.044, 1.508, -3.096], [-1.891, 0.710, 0.039], [-1.380, -2.906, 0.740], [-0.214, -3.734, 0.314], [1.696, 1.213, 1.589], [-0.655, 0.623, -2.796], [1.328, -0.242, -0.997], [-0.249, 1.257, 0.424], [-2.560, -0.173, 2.512], [-3.233, 0.681, 1.711], [0.741, -0.416, -1.854], [-0.612, -3.362, 1.116], [0.336, -0.973, 0.837], [1.744, 0.213, 1.347], [-0.955, 2.091, -2.259], [0.000, 2.042, -0.309], [-0.044, 1.676, 1.371], [0.645, -0.044, 0.405], [2.625, 0.111, 0.949], [1.786, 0.793, -1.295]]}

[14]
{"formula": "C3H13NO2S2", "method": "wB97M-V/def2-TZVPD", "homo_lumo_gap_ev": 9.30, "de_lowest_kcal_mol": 16.2, "elements": ["S", "H", "H", "H", "H", "H", "H", "N", "H", "O", "H", "H", "O", "C", "C", "H", "S", "H", "H", "H", "C"], "coordinates": [[-1.611, -0.407, -0.916], [1.164, 0.837, 2.147], [1.800, 1.509, -0.473], [-2.696, 1.799, -1.980], [2.161, -1.040, -1.455], [-0.263, 2.108, 0.038], [-0.750, 2.136, 1.723], [1.782, 0.682, 0.122], [2.635, 0.816, 0.655], [2.164, -1.838, -2.009], [1.864, -2.484, -1.367], [-2.660, 1.198, 0.571], [-0.328, -3.084, 0.268], [0.721, 0.663, 1.166], [-0.556, 1.475, 0.884], [-0.971, -3.222, -0.441], [-1.569, 1.155, -2.293], [-1.760, -0.168, 1.404], [0.415, -0.385, 1.349], [0.222, -2.317, 0.025], [-1.765, 0.566, 0.585]]}

[15]
{"formula": "C3H13NO3", "method": "wB97M-V/def2-TZVPD", "homo_lumo_gap_ev": 10.37, "de_lowest_kcal_mol": 21.2, "elements": ["H", "H", "C", "C", "H", "C", "O", "H", "H", "H", "O", "O", "H", "H", "H", "N", "H", "H", "H", "H"], "coordinates": [[-1.023, -0.074, 0.214], [0.715, -0.409, 0.420], [0.747, 2.035, -0.278], [1.964, 2.658, -0.975], [-2.937, -1.780, 3.007], [-0.083, -0.254, -0.313], [-0.201, -1.356, -1.163], [-2.031, -2.591, 2.132], [-0.700, 1.125, -1.511], [-0.824, -4.142, 0.886], [-2.054, -1.786, 2.690], [-1.305, -3.346, 0.644], [2.713, 1.865, -1.093], [2.541, 3.387, -0.417], [1.039, 1.689, 0.716], [0.223, 0.978, -1.131], [1.673, 3.035, -1.954], [0.180, -1.138, -2.023], [0.036, 2.846, -0.075], [-0.674, -2.741, 0.223]]}

[16]
{"formula": "C3H13NO3", "method": "wB97M-V/def2-TZVPD", "homo_lumo_gap_ev": 7.93, "de_lowest_kcal_mol": 78.6, "elements": ["H", "H", "H", "C", "H", "O", "H", "O", "H", "C", "H", "H", "N", "O", "C", "H", "H", "H", "H", "H"], "coordinates": [[3.049, 2.082, 2.015], [-3.071, -0.526, -1.192], [-1.147, -0.622, 3.212], [-0.752, -0.987, -0.765], [2.900, 0.471, -3.079], [-0.511, -0.132, 2.606], [-2.865, -0.622, 0.631], [2.058, -0.072, -3.118], [2.073, -0.356, -2.208], [-2.816, -0.011, -0.284], [-3.313, 0.842, 0.209], [0.049, 0.282, 3.270], [-1.394, 0.234, -0.363], [2.103, 1.921, 1.577], [0.437, -1.528, -0.438], [-1.321, -1.714, -1.317], [1.369, -0.987, -0.322], [1.722, 2.748, 1.764], [-0.939, 0.646, 0.595], [0.835, -2.462, -0.633]]}

[17]
{"formula": "C3H13NO3", "method": "wB97M-V/def2-TZVPD", "homo_lumo_gap_ev": 9.16, "de_lowest_kcal_mol": 9.7, "elements": ["H", "H", "H", "C", "H", "H", "H", "O", "H", "H", "C", "C", "H", "H", "H", "H", "H", "N", "O", "O"], "coordinates": [[0.320, 2.089, -1.351], [-0.940, -2.202, -2.062], [-2.427, -0.181, 0.706], [1.264, 1.692, -0.970], [-0.428, 0.858, 0.962], [1.741, 2.478, -0.379], [-1.790, -1.310, -1.113], [-1.307, 1.115, 1.338], [2.718, 0.755, 1.026], [1.670, -2.028, 0.420], [2.054, 0.004, 0.609], [2.322, -1.282, 0.855], [0.509, -0.207, -0.697], [-1.227, 0.974, 2.283], [1.927, 1.504, -1.824], [3.142, -1.488, 1.525], [-3.793, -0.222, -0.055], [1.025, 0.501, -0.172], [-0.969, -1.343, -1.640], [-3.002, -0.719, 0.133]]}

[18]
{"formula": "C3H13NO3", "method": "wB97M-V/def2-TZVPD", "homo_lumo_gap_ev": 9.45, "de_lowest_kcal_mol": 35.4, "elements": ["H", "H", "H", "H", "H", "O", "C", "N", "H", "H", "H", "H", "C", "H", "C", "H", "O", "H", "O", "H"], "coordinates": [[1.601, -1.143, 0.124], [2.909, 1.933, -1.524], [-0.136, -0.240, 1.324], [0.775, -0.828, -1.471], [3.274, 0.581, -0.745], [-0.785, -2.066, 0.501], [0.793, -0.532, -0.409], [2.497, 1.063, -1.173], [2.154, -4.148, 2.714], [-1.328, -0.099, 0.106], [1.709, -2.806, 2.160], [-6.160, 3.396, -1.948], [1.145, 0.952, -0.492], [-5.750, 4.156, -0.685], [-0.483, -0.701, 0.383], [-0.443, -2.495, 1.284], [-5.382, 3.677, -1.441], [1.055, 1.457, 0.449], [2.215, -3.590, 1.931], [0.340, 1.433, -1.088]]}

[19]
{"formula": "C3H13NO4", "method": "wB97M-V/def2-TZVPD", "homo_lumo_gap_ev": 9.88, "de_lowest_kcal_mol": 56.5, "elements": ["O", "H", "C", "O", "O", "N", "H", "H", "H", "H", "O", "C", "H", "H", "H", "H", "H", "C", "H", "H", "H"], "coordinates": [[-1.257, -1.890, 0.914], [-1.653, -1.346, -0.761], [0.469, 1.066, -0.126], [2.340, -0.494, -1.487], [-1.328, 1.245, 1.357], [1.371, 0.094, 0.565], [-1.985, -2.147, 1.358], [1.076, 1.610, -0.791], [-2.816, -0.850, -1.663], [2.574, -1.489, 0.189], [-1.997, -1.223, -1.636], [1.781, -0.962, -0.326], [-0.874, -1.023, 1.176], [1.873, -0.741, -2.314], [2.198, 0.522, 0.946], [0.915, -1.608, -0.508], [-0.324, 0.633, -0.735], [-0.188, 1.965, 0.827], [-0.346, 2.925, 0.354], [0.318, 2.241, 1.762], [-2.146, 1.471, 0.899]]}

[20]
{"formula": "C3H13NO4", "method": "wB97M-V/def2-TZVPD", "homo_lumo_gap_ev": 9.19, "de_lowest_kcal_mol": 78.5, "elements": ["H", "H", "H", "C", "H", "O", "O", "N", "H", "C", "H", "H", "O", "H", "H", "H", "O", "H", "C", "H", "H"], "coordinates": [[0.113, 1.862, 1.103], [-0.151, 0.434, 2.382], [2.312, 1.013, 0.327], [-1.699, -0.971, -2.254], [0.355, 2.494, -1.501], [0.959, 1.489, 1.399], [2.986, 0.419, -0.058], [-0.993, -0.552, -1.280], [-1.907, -0.227, -3.027], [-0.260, -1.357, -0.414], [-2.060, -1.994, -2.356], [2.544, -0.434, -0.073], [-0.294, 2.386, -0.791], [0.510, -0.834, 0.179], [1.174, 2.133, 2.092], [-0.682, -3.245, -1.011], [-0.986, 0.090, 2.752], [-0.135, -3.254, 0.697], [-0.422, -2.674, -0.164], [-0.569, 1.454, -0.871], [-1.431, -0.255, 1.970]]}